1.
A molecular structure, C16H26HfN4O4Sb. Source: the OMol25 dataset; level of theory: the ωB97M-V functional and the def2-TZVPD basis.

The geometry in XYZ format:
```
52
Properties=species:S:1:pos:R:3:forces:R:3
Hf -0.845985 -0.365377 0.871412 1.088 -0.428 1.356
Sb -0.533985 2.092923 -0.494588 0.196 2.299 -0.924
O -2.863385 -0.239077 0.657112 -1.019 0.377 0.265
O 4.612815 -0.478377 -2.107788 0.228 -0.032 0.029
O -1.634785 -1.468277 -0.598088 0.674 -0.846 -0.773
O 2.371515 2.011223 -3.426688 0.038 0.206 0.037
N 1.005715 -1.415177 0.435512 0.439 -0.502 -0.252
N 2.688815 -0.246777 -3.306888 -0.157 0.242 -0.477
N -1.227985 -1.177077 2.814612 -0.043 0.299 0.682
N -2.059785 -1.328677 4.834812 0.230 0.502 -0.284
C -2.822685 -1.106377 -0.277688 -1.588 -0.131 -0.773
C 1.376815 3.044223 -0.349988 -0.024 -0.111 0.149
C 3.084815 0.933823 -4.029088 0.226 -0.102 -0.153
C -1.171285 0.931723 4.112412 0.066 0.089 0.200
C 1.570215 -0.994977 -0.720488 0.322 0.085 -0.327
C 3.302115 -2.635577 -0.599488 -0.229 0.298 -0.024
C -0.766785 1.809123 -2.614788 -0.084 -0.172 0.020
C -1.889185 3.722023 -0.107888 0.016 -0.191 0.126
C 3.458815 -0.738477 -2.312488 -0.317 -0.272 0.356
C 1.568115 -2.479477 1.048612 0.234 -0.331 0.278
C 2.694115 -3.118277 0.552512 -0.165 0.154 0.062
C 2.717715 -1.550977 -1.258988 -0.166 0.341 0.258
C -4.005785 -1.647877 -0.946688 -0.164 -0.153 -0.201
C -1.668685 -2.477777 3.017012 -0.193 -0.629 0.419
C -2.174185 -2.569277 4.277012 0.170 -0.612 -0.876
C -1.499085 -0.504877 3.947512 0.099 0.304 0.066
H 1.761715 -0.607477 -3.470988 0.134 -0.118 -0.004
H -1.696685 4.480923 -0.867088 0.118 -0.112 -0.014
H -1.199685 0.836323 -2.854188 0.020 0.106 0.039
H -1.701885 4.151923 0.878212 0.017 -0.134 -0.105
H -0.162885 1.047723 4.516812 0.002 0.031 -0.036
H -4.774085 -0.888077 -1.078288 0.044 0.114 0.060
H 4.226315 -3.052277 -0.975688 0.069 -0.063 0.003
H -1.219685 1.445623 3.134612 -0.064 0.011 0.319
H 2.752715 2.841623 -3.737188 0.019 0.029 -0.080
H -1.428585 2.599623 -2.973388 -0.025 -0.067 0.156
H 1.120515 -0.128777 -1.217088 0.099 -0.196 0.064
H 2.829215 0.846123 -5.091288 0.034 -0.058 0.235
H 1.326615 3.814623 0.415312 -0.050 -0.030 0.099
H -3.732185 -2.110177 -1.891988 0.016 0.013 -0.003
H 0.211315 1.920623 -3.090488 -0.010 -0.063 0.218
H -4.448685 -2.421577 -0.312488 0.026 -0.049 0.128
H -1.576185 -3.242777 2.260612 -0.042 -0.041 0.098
H -2.929885 3.403023 -0.185588 0.158 -0.086 0.027
H 4.166215 1.053523 -3.904488 -0.219 -0.031 -0.089
H 3.120315 -3.952077 1.092312 -0.064 -0.027 0.029
H 1.114415 -2.804277 1.982012 0.058 0.035 -0.148
H -2.589685 -3.410977 4.795112 -0.094 -0.107 0.135
H -2.367285 -1.095077 5.772212 0.072 0.149 -0.039
H -1.855185 1.424423 4.805212 -0.018 0.072 -0.190
H 1.595115 3.508523 -1.306588 -0.103 -0.063 -0.112
H 2.170115 2.336623 -0.112488 -0.072 0.001 -0.029
```
Forces are in eV/Å.

LUMO ... -10.5 eV
Charge ... +3
Relative energy (zero: lowest compared OMol25 entry of this formula, charge and spin) ... 29.2 kJ/mol
Total energy ... -1432.65816 hartree

Atom-resolved charges from Mulliken, all expressed in e:
1. Hf 0.855
2. Sb 0.685
3. O -0.391
4. O -0.543
5. O -0.473
6. O -0.402
7. N -0.353
8. N -0.235
9. N 0.083
10. N -0.001
11. C 1.233
12. C -1.150
13. C -0.565
14. C -1.015
15. C 0.184
16. C -0.318
17. C -0.959
18. C -1.180
19. C 0.280
20. C -0.008
21. C -0.883
22. C 0.049
23. C -1.138
24. C -0.285
25. C -0.705
26. C 0.564
27. H 0.294
28. H 0.399
29. H 0.340
30. H 0.418
31. H 0.326
32. H 0.390
33. H 0.534
34. H 0.066
35. H 0.265
36. H 0.479
37. H 0.285
38. H 0.363
39. H 0.493
40. H 0.387
41. H 0.178
42. H 0.326
43. H 0.543
44. H 0.412
45. H 0.383
46. H 0.450
47. H 0.487
48. H 0.433
49. H 0.238
50. H 0.440
51. H 0.352
52. H 0.390



2.
C4H5NO in the gas phase. Source: the OMol25 dataset; level of theory: the ωB97M-V functional and the def2-TZVPD basis.

The geometry in XYZ format:
```
11
Properties=species:S:1:pos:R:3:forces:R:3
O 1.077832 1.389175 -0.862249 0.538 0.382 -0.418
N -1.064942 -2.146064 0.995937 -0.071 -1.203 0.530
C 1.263603 0.904423 0.511563 0.121 -0.208 0.111
C 0.104244 0.669115 -0.310959 -0.138 0.756 -0.326
C -1.020015 -1.049681 0.525183 -0.102 2.564 -0.726
C -0.660148 -0.449867 -0.874745 -0.171 -0.692 0.426
H -1.173776 0.049148 1.008762 -0.302 -1.744 0.361
H 1.240328 1.673854 1.278278 -0.007 -0.079 -0.126
H 2.036941 0.146385 0.604911 -0.014 0.078 -0.042
H -1.662112 -0.162957 -1.212498 0.294 0.173 -0.247
H -0.141955 -1.023532 -1.664182 -0.147 -0.028 0.457
```
Forces are in eV/Å.

LUMO (alpha / beta) ... 0.1 / -0.6 eV
Relative energy (zero: lowest compared OMol25 entry of this formula, charge and spin) ... 564.5 kJ/mol
Total energy ... -285.19960 hartree

Atom-resolved charges from Mulliken, all expressed in e:
1. O -0.384
2. N -0.526
3. C -0.215
4. C -0.070
5. C 0.025
6. C -0.093
7. H 0.278
8. H 0.229
9. H 0.233
10. H 0.216
11. H 0.305



3.
A molecular structure, C9H20F3O17S2V3. Source: the OMol25 dataset; level of theory: the ωB97M-V functional and the def2-TZVPD basis.

The geometry in XYZ format:
```
54
Properties=species:S:1:pos:R:3:forces:R:3
V -3.798346 0.993930 -0.697013 -2.232 1.948 1.670
V 1.166785 -1.786181 0.833569 0.005 -1.990 0.441
V -1.258748 2.023529 3.614786 -0.820 -1.554 0.487
S 2.085588 0.916970 3.213189 0.232 0.072 -2.036
S -1.573440 0.210267 0.644208 0.994 3.086 3.371
F 3.498399 1.405543 5.368594 0.645 -0.172 -0.055
F 2.236288 -0.328730 5.586690 -0.091 0.307 -0.069
F 3.965694 -0.529634 4.388527 1.146 0.203 -0.251
O 3.043100 1.825047 2.572463 -0.517 -1.141 0.552
O -5.309848 0.434794 -0.845641 1.831 0.281 0.073
O -2.593775 2.891059 3.434188 -0.300 1.562 -0.474
O 0.881887 1.592967 3.656993 1.014 -0.224 0.169
O 2.480911 -0.256916 -0.319417 0.351 1.535 -0.247
O 1.307209 -2.725003 -0.487602 -0.458 1.162 1.821
O -3.087486 -0.684814 -2.379237 0.580 1.161 0.929
O -0.585591 -0.828086 0.497008 1.990 -2.227 -0.575
O -1.259586 0.982080 1.852035 0.458 -0.623 -1.434
O -3.937300 2.040208 -2.764492 -0.081 0.041 0.744
O 1.806865 -0.329069 2.428189 0.512 1.465 0.995
O -2.925935 -0.275667 0.697736 -3.583 -1.979 0.207
O -1.554893 0.925936 4.746099 0.310 -0.386 0.642
O -1.658673 1.035164 -0.538477 1.311 1.709 -2.753
O 3.595176 -2.355913 1.014846 -0.986 -1.272 1.281
O 0.870099 -2.763359 2.072454 0.381 0.953 -2.050
O -3.937555 2.433423 0.036528 0.087 -2.427 -1.449
C 3.907674 -0.338285 -0.145836 0.007 -0.761 -0.151
C -2.851860 -2.081729 -2.442475 -0.659 -0.148 0.091
C 3.040907 0.332112 4.741814 -2.483 -0.199 -0.222
C -3.286564 -0.038181 -3.625506 0.097 -2.061 -0.112
C 4.313687 -1.811753 -0.048240 -0.132 0.635 -0.092
C 3.703051 -3.805896 1.184958 -0.001 0.568 -0.866
C 2.061503 1.137120 -0.586203 -0.060 -0.420 0.779
C -3.990388 3.489397 -2.767209 0.396 -0.414 0.359
C -3.006216 1.413927 -3.623597 0.284 0.913 -0.680
H -4.112628 3.894512 -3.771711 -0.007 -0.322 -0.187
H -2.029728 -2.313401 -3.119617 -0.078 0.032 -0.220
H -2.608657 -2.520270 -1.474676 0.106 0.699 0.207
H -4.837311 3.783661 -2.147341 0.173 -0.215 -0.021
H 4.226229 0.225925 0.730682 -0.187 -0.001 0.172
H 3.154314 -4.141024 2.065121 0.038 0.524 -0.060
H 2.347194 1.834614 0.201190 0.407 -0.413 0.384
H -4.313560 -0.231952 -3.935091 -0.255 0.203 -0.122
H 4.121116 -2.331524 -0.986771 -0.314 -0.110 -0.138
H -3.066955 3.862752 -2.324509 -0.040 0.144 0.030
H 2.511175 1.523337 -1.500933 -0.164 -0.443 -0.282
H -1.973578 1.706179 -3.432887 0.162 -0.261 0.755
H 0.972221 1.175395 -0.576048 0.085 -0.325 -0.491
H -3.795947 -2.546683 -2.726415 0.075 -0.326 -0.450
H 4.742429 -4.131036 1.230453 0.213 0.335 0.243
H -2.638806 -0.565777 -4.325607 0.169 0.321 -0.451
H 5.382887 -1.888840 0.149175 0.254 0.132 0.054
H -3.136044 1.753646 -4.651139 -0.473 0.103 -0.270
H 3.275917 -4.282161 0.302449 -0.229 -0.001 -0.040
H 4.431111 0.048388 -1.020254 -0.163 0.322 -0.208
```
Forces are in eV/Å.

LUMO (alpha / beta) ... 1.9 / 1.9 eV
Charge ... -1
Multiplicity ... 2
Total energy ... -5562.15770 hartree

Atom-resolved charges from Mulliken, all expressed in e:
1. V 1.019
2. V 1.293
3. V 1.343
4. S 1.032
5. S 1.388
6. F -0.201
7. F -0.220
8. F -0.187
9. O -0.724
10. O -0.529
11. O -0.827
12. O -0.446
13. O -0.067
14. O -0.480
15. O 0.136
16. O -0.709
17. O -0.312
18. O -0.186
19. O -0.290
20. O -0.692
21. O -0.834
22. O -0.682
23. O -0.107
24. O -0.506
25. O -0.560
26. C -0.521
27. C -0.866
28. C 0.444
29. C -0.628
30. C -0.597
31. C -0.952
32. C -0.557
33. C -0.840
34. C -0.545
35. H 0.331
36. H 0.342
37. H 0.223
38. H 0.290
39. H 0.244
40. H 0.274
41. H 0.299
42. H 0.324
43. H 0.344
44. H 0.306
45. H 0.297
46. H 0.295
47. H 0.009
48. H 0.308
49. H 0.349
50. H 0.452
51. H 0.431
52. H 0.493
53. H 0.335
54. H 0.467